1:
Molecular formula: C38H100N6O13
Method: DFT, ωB97M-V with the def2-TZVPD basis set

Computed properties:
Net charge ... 0
HOMO level ... -8.0 eV
Multiplicity ... 1
Gap between HOMO and LUMO ... 8.34 eV

Positions of all 157 atoms, in Å:
C  16.127  34.342  -2.318
C  17.631  34.560  -2.626
C  17.956  35.985  -2.118
C  18.103  36.192  -0.619
C  19.147  35.203  -0.101
C  18.842  33.757  -0.474
N  18.486  33.598  -1.900
O  18.186  32.261  -2.239
C  20.097  32.942  -0.207
C  17.749  33.122  0.415
C  17.942  34.462  -4.114
H  15.837  34.724  -1.340
H  15.867  33.280  -2.293
H  15.484  34.760  -3.094
H  18.907  36.278  -2.580
H  17.197  36.660  -2.522
H  17.160  36.122  -0.072
H  18.496  37.195  -0.442
H  19.060  35.275  0.986
H  20.082  35.606  -0.494
H  19.949  31.877  -0.408
H  20.930  33.220  -0.860
H  20.381  33.029  0.843
H  18.048  32.971  1.454
H  16.810  33.657  0.273
H  17.556  32.090  0.112
H  17.214  35.042  -4.681
H  17.782  33.418  -4.386
H  18.969  34.793  -4.243
H  19.054  31.811  -2.382
C  27.010  29.681  -0.993
C  28.059  30.549  -0.265
C  28.165  29.972  1.139
C  29.357  30.406  1.985
C  30.606  29.947  1.238
C  30.665  30.430  -0.243
N  29.358  30.320  -0.891
O  29.371  30.597  -2.266
C  31.212  31.875  -0.208
C  31.657  29.474  -0.952
C  27.678  32.057  -0.287
H  26.780  30.053  -2.001
H  25.981  29.762  -0.641
H  27.395  28.671  -1.121
H  27.251  30.176  1.702
H  28.223  28.883  1.058
H  29.285  29.959  2.980
H  29.350  31.476  2.213
H  30.683  28.862  1.334
H  31.471  30.363  1.760
H  30.478  32.570  0.199
H  32.113  31.899  0.406
H  31.538  32.264  -1.177
H  32.657  29.573  -0.527
H  31.348  28.437  -0.832
H  31.699  29.722  -2.012
H  27.654  32.387  -1.329
H  28.241  32.774  0.312
H  26.657  32.276  0.036
H  29.542  31.551  -2.340
C  23.710  27.539  -2.816
O  23.850  28.781  -2.809
N  22.507  26.967  -2.572
N  24.750  26.696  -3.068
H  22.601  25.973  -2.659
H  21.781  27.523  -2.118
H  24.635  25.724  -3.273
H  25.656  27.129  -3.126
C  21.170  31.222  -3.756
O  20.414  30.672  -2.928
N  20.852  32.321  -4.453
N  22.433  30.747  -3.914
H  20.025  32.849  -4.250
H  21.496  32.726  -5.107
H  23.074  31.282  -4.470
H  22.686  29.933  -3.375
C  24.172  31.727  -0.486
C  22.682  31.420  -0.421
O  22.473  29.997  -0.434
H  24.412  32.787  -0.576
H  24.614  31.206  -1.337
H  24.687  31.389  0.416
H  22.149  31.759  -1.313
H  22.221  31.747  0.509
H  22.948  29.627  -1.191
C  18.243  28.886  -0.390
C  19.727  28.564  -0.466
O  20.128  28.161  -1.785
H  18.002  29.813  -0.916
H  17.943  29.052  0.648
H  17.646  28.073  -0.800
H  19.974  27.710  0.167
H  20.365  29.395  -0.157
H  20.157  28.993  -2.291
C  24.405  33.948  -3.364
C  25.894  33.943  -3.531
O  26.336  33.123  -4.597
H  24.226  34.628  -2.522
H  23.899  33.004  -3.167
H  23.908  34.394  -4.234
H  26.262  33.499  -2.593
H  26.341  34.924  -3.674
H  26.006  32.212  -4.517
C  20.763  29.755  4.120
C  20.996  30.832  3.088
O  20.786  32.132  3.683
H  20.702  28.764  3.669
H  19.877  29.922  4.738
H  21.574  29.728  4.851
H  20.371  30.776  2.196
H  22.046  30.787  2.804
H  19.852  32.212  3.899
C  25.491  36.986  -0.973
C  25.874  36.492  0.388
O  25.553  35.123  0.599
H  24.409  37.015  -1.102
H  25.955  36.385  -1.762
H  25.967  37.955  -1.153
H  25.326  37.049  1.157
H  26.948  36.640  0.502
H  24.598  34.993  0.458
C  24.728  27.161  0.712
C  23.984  27.829  1.848
O  22.629  28.115  1.510
H  25.659  26.671  1.001
H  24.779  27.757  -0.197
H  24.149  26.263  0.452
H  24.414  28.817  2.054
H  24.016  27.189  2.728
H  22.709  28.592  0.665
C  25.961  31.529  4.040
C  25.906  30.034  4.268
O  26.725  29.725  5.399
H  25.475  32.056  4.858
H  25.606  31.824  3.054
H  27.024  31.788  4.057
H  26.281  29.445  3.427
H  24.874  29.716  4.456
H  26.735  28.772  5.522
C  27.507  29.593  -4.807
C  26.092  29.791  -5.334
O  25.319  30.573  -4.415
H  27.892  30.543  -4.440
H  28.117  29.181  -5.613
H  27.529  28.913  -3.953
H  25.601  28.817  -5.429
H  26.104  30.260  -6.319
H  24.792  29.944  -3.901
C  21.464  36.717  0.431
C  21.905  35.557  -0.459
O  22.784  34.697  0.250
H  22.309  37.320  0.759
H  20.825  36.355  1.240
H  20.782  37.359  -0.136
H  22.383  35.970  -1.344
H  20.951  35.069  -0.686
H  22.324  34.483  1.071

Here are the Mulliken charges for atoms 1 to 99, given in e: -1.714, 1.542, -1.417, -1.206, -0.838, 1.959, 1.130, -0.547, -1.416, -1.789, -2.235, 0.337, 0.246, 0.486, 0.343, 0.403, 0.427, 0.502, 0.812, -0.362, -0.033, 0.378, 0.338, 0.345, 0.347, 0.226, 0.498, 0.476, 0.361, 0.219, -0.874, 3.010, -1.519, -0.929, -1.291, 1.509, 0.086, -0.357, -1.653, -2.017, -1.395, -0.221, -0.870, 0.946, -0.260, 0.662, 0.393, 0.392, 0.355, 0.479, 0.316, 0.476, 0.386, 0.420, 0.416, 0.343, 0.137, 0.197, 0.108, 0.340, 0.024, -0.103, -0.222, -0.414, 0.195, 0.007, 0.195, 0.187, 0.627, -0.652, -0.366, 0.217, 0.171, 0.185, 0.188, -0.286, 1.496, 1.369, 2.014, -0.575, -0.263, -0.161, -1.745, -0.041, -0.955, -1.106, 0.427, -0.781, 0.022, 0.335, 0.403, 0.442, -0.553, 0.493, 0.537, 0.062, -0.606, -0.369, -0.609

2:
Molecular formula: C38H100N6O13
Method: DFT, ωB97M-V with the def2-TZVPD basis set

Computed properties:
Net charge ... 0
HOMO level ... -8.4 eV
Multiplicity ... 1
Gap between HOMO and LUMO ... 8.69 eV

Positions of all 157 atoms, in Å:
C  -2.838  0.027  0.651
O  -1.807  0.345  -0.163
C  -1.493  -0.629  -1.176
C  -0.434  -1.511  -0.538
C  0.932  -0.810  -0.211
N  -0.115  -2.631  -1.439
H  -3.015  -1.013  0.927
H  -3.770  0.212  0.116
H  -2.802  0.593  1.582
H  -2.349  -1.261  -1.414
H  -1.277  -0.210  -2.159
H  -0.707  -1.989  0.403
H  1.360  -1.484  0.531
H  0.786  0.134  0.315
H  1.611  -0.647  -1.048
H  -0.160  -2.505  -2.440
H  -0.716  -3.427  -1.282
C  2.117  2.000  -2.517
O  2.185  3.198  -3.338
C  3.519  3.277  -3.805
C  3.710  4.656  -4.615
C  4.837  4.910  -5.595
N  3.509  5.876  -3.841
H  2.504  2.052  -1.500
H  2.442  1.114  -3.062
H  1.035  1.872  -2.518
H  4.240  3.261  -2.988
H  3.666  2.439  -4.487
H  2.813  4.607  -5.233
H  4.673  5.817  -6.178
H  4.967  4.000  -6.181
H  5.647  5.019  -4.875
H  4.270  6.211  -3.267
H  2.644  5.867  -3.320
C  3.041  -4.687  3.132
O  3.132  -5.217  1.793
C  3.859  -4.374  0.918
C  3.435  -4.758  -0.587
N  3.956  -5.960  -1.257
C  5.307  -5.596  -1.739
C  5.951  -6.684  -2.628
O  7.298  -6.332  -2.993
C  7.590  -6.629  -4.360
H  2.050  -5.051  3.404
H  2.901  -3.607  3.082
H  3.952  -4.906  3.689
H  4.926  -4.426  1.134
H  3.598  -3.319  0.989
H  3.530  -3.811  -1.118
H  2.349  -4.849  -0.619
H  4.212  -6.664  -0.580
H  5.953  -5.116  -1.004
H  5.176  -4.790  -2.461
H  5.241  -6.878  -3.432
H  6.056  -7.644  -2.122
H  7.584  -7.717  -4.425
H  8.424  -6.108  -4.832
H  6.790  -6.232  -4.984
C  -1.362  7.813  -1.874
O  -0.192  7.987  -2.620
C  0.220  6.873  -3.387
C  -0.722  6.208  -4.438
N  -0.941  4.843  -4.099
C  -1.620  4.009  -5.046
C  -1.291  2.445  -4.997
O  -0.018  2.321  -5.673
C  0.337  0.994  -5.722
H  -2.238  7.292  -2.259
H  -1.803  8.794  -1.695
H  -1.107  7.446  -0.880
H  0.571  6.112  -2.690
H  1.148  7.184  -3.867
H  -0.476  6.267  -5.498
H  -1.642  6.789  -4.380
H  -0.057  4.355  -4.053
H  -1.486  4.300  -6.088
H  -2.670  4.288  -4.961
H  -2.096  1.826  -5.391
H  -1.118  2.178  -3.955
H  -0.351  0.228  -6.081
H  0.669  0.599  -4.762
H  1.170  0.941  -6.423
C  -0.178  -3.480  3.236
O  0.497  -2.414  3.906
C  -0.021  -1.054  3.685
C  0.385  -0.098  4.724
N  1.864  -0.249  4.934
C  2.571  0.373  3.809
C  4.054  -0.037  3.916
O  4.216  -1.361  3.548
C  5.553  -1.842  3.682
H  -1.218  -3.303  2.964
H  -0.076  -4.350  3.885
H  0.300  -3.691  2.280
H  -1.110  -1.097  3.662
H  0.281  -0.791  2.671
H  -0.076  -0.402  5.664
H  0.019  0.920  4.590
H  1.922  -1.254  4.859
H  2.435  1.455  3.813
H  2.162  -0.006  2.873
H  4.400  0.114  4.939
H  4.644  0.671  3.335
H  5.332  -2.883  3.915
H  5.969  -1.321  4.544
H  6.198  -1.727  2.811
C  -4.063  3.782  8.012
O  -3.580  2.824  7.003
C  -3.225  3.465  5.781
C  -2.653  2.401  4.841
N  -3.650  1.434  4.327
C  -4.456  2.011  3.247
C  -5.655  1.015  2.988
O  -6.755  1.175  3.882
C  -7.765  0.120  3.855
H  -4.852  4.357  7.527
H  -3.227  4.292  8.491
H  -4.654  3.221  8.737
H  -2.441  4.207  5.933
H  -4.134  3.982  5.475
H  -2.028  1.722  5.421
H  -2.062  2.865  4.051
H  -4.158  0.871  4.994
H  -3.967  2.339  2.330
H  -4.833  2.984  3.562
H  -5.176  0.036  2.991
H  -5.913  1.204  1.946
H  -7.277  -0.855  3.846
H  -8.390  0.320  2.985
H  -8.444  0.164  4.706
C  -0.708  3.277  0.804
C  -0.606  4.270  -0.330
O  -1.631  4.304  -1.203
H  -1.744  2.939  0.836
H  -0.606  3.726  1.793
H  0.016  2.469  0.694
H  0.269  3.951  -0.896
H  -0.340  5.298  -0.085
H  -1.284  4.348  -2.097
C  -5.345  -3.245  1.089
C  -6.281  -3.937  0.067
O  -6.984  -4.910  0.808
H  -5.713  -3.168  2.112
H  -5.380  -2.201  0.778
H  -4.309  -3.583  1.118
H  -5.655  -4.355  -0.720
H  -7.017  -3.235  -0.326
H  -6.397  -5.503  1.282
C  -1.726  -6.298  -1.196
C  -2.194  -5.930  -2.575
O  -2.409  -4.517  -2.635
H  -0.883  -5.733  -0.798
H  -1.396  -7.335  -1.256
H  -2.466  -6.167  -0.407
H  -3.040  -6.564  -2.842
H  -1.354  -5.984  -3.267
H  -2.801  -4.138  -3.426

Here are the Mulliken charges for atoms 1 to 99, given in e: -0.506, 0.123, -0.970, 1.570, -0.402, -0.498, 0.173, 0.440, -0.245, 0.305, 0.161, -0.221, -0.127, -0.523, 0.461, 0.225, -0.035, -1.168, 0.011, -0.709, 0.454, -1.398, -0.466, 0.409, 0.540, 0.112, 0.265, 0.378, 0.167, 0.350, 0.352, 0.337, 0.220, 0.114, -0.264, -0.429, 0.324, -1.010, -0.298, -0.478, -0.533, -0.347, -0.726, 0.195, -0.067, 0.324, 0.267, 0.040, 0.383, 0.232, 0.308, 0.275, 0.259, 0.355, 0.323, 0.294, 0.285, 0.305, -0.684, -0.478, -0.244, -0.789, 0.122, -1.155, -0.209, -0.294, -0.692, 0.258, 0.319, 0.229, 0.095, 0.315, 0.493, 0.494, 0.002, 0.453, 0.547, 0.560, -0.070, 0.382, 0.119, 0.273, -0.819, -0.430, 0.292, -0.797, -0.451, 0.126, -1.123, -0.137, -0.681, 0.321, 0.354, 0.237, 0.570, -0.378, 0.268, 0.174, 0.425

Which of them is most stable, and which least? Most stable: 1; least stable: 2.

1:
Molecular formula: C2H3BrN2S
Method: DFT, ωB97M-V with the def2-TZVPD basis set

Computed properties:
Net charge ... 0
HOMO level ... -9.0 eV
Multiplicity ... 1
Gap between HOMO and LUMO ... 7.52 eV

Positions of all 9 atoms, in Å:
C  0.660  -1.382  0.344
C  0.102  1.994  0.005
N  0.870  -0.214  0.248
N  0.897  0.910  -0.223
S  -1.120  2.109  1.081
Br  -1.924  -2.246  -1.177
H  -0.817  -1.828  -0.481
H  1.141  -2.234  0.752
H  0.191  2.891  -0.549

Atomic charges from the Mulliken analysis, expressed in e, are listed below: -0.112, -0.050, 0.540, -0.751, -0.250, -0.161, 0.006, 0.413, 0.365

2:
Molecular formula: C2H3BrN2S
Method: DFT, ωB97M-V with the def2-TZVPD basis set

Computed properties:
Net charge ... 0
HOMO level (alpha / beta) ... -9.8 / -8.5 eV
Multiplicity ... 1
Gap between HOMO and LUMO (alpha / beta) ... 7.68 / 5.40 eV

Positions of all 9 atoms, in Å:
C  0.922  0.368  0.790
C  -0.239  -0.619  -1.070
N  0.533  1.240  -0.186
N  -0.127  0.708  -1.116
S  0.785  -1.359  0.083
Br  -2.917  -0.215  0.406
H  1.911  0.535  1.257
H  0.097  0.286  1.600
H  -0.965  -0.945  -1.764

Atomic charges from the Mulliken analysis, expressed in e, are listed below: -0.349, -0.340, -0.172, -0.115, -0.026, -0.277, 0.384, 0.284, 0.610

3:
Molecular formula: C2H3BrN2S
Method: DFT, ωB97M-V with the def2-TZVPD basis set

Computed properties:
Net charge ... 0
HOMO level ... -8.9 eV
Multiplicity ... 1
Gap between HOMO and LUMO ... 8.06 eV

Positions of all 9 atoms, in Å:
C  -0.839  -2.014  -0.417
N  0.139  -1.223  -0.298
N  0.142  -0.022  0.022
C  0.220  1.191  -0.335
S  0.506  2.409  1.088
Br  2.489  2.682  2.006
H  -1.791  -1.668  -0.109
H  -0.808  -3.038  -0.752
H  -0.057  1.683  -1.205

Atomic charges from the Mulliken analysis, expressed in e, are listed below: -0.314, -0.458, 0.196, -0.201, -0.084, -0.063, 0.267, 0.261, 0.396

Which of them is most stable, and which least? Most stable: 2; least stable: 1.